1.
C3H5NO3 | ωB97M-V/def2-TZVPD

XYZ file:
```
12
Properties=species:S:1:pos:R:3:forces:R:3:nbo_charge:R:1
H -2.159 -0.531 -0.397 -0.004 0.497 -0.455 0.35
N -2.124 0.142 0.370 -0.106 -1.210 0.546 -0.58
C -0.989 0.614 0.592 0.312 2.806 -1.360 0.09
C 0.347 0.716 -0.415 -2.760 -1.894 2.063 -0.04
O 1.297 1.599 0.012 0.067 -0.008 0.424 -0.68
C 0.602 -0.712 -0.005 4.893 0.158 -3.150 0.74
O 1.639 -0.953 0.609 -1.988 -0.403 0.581 -0.61
O -0.036 -1.606 -0.791 -0.406 -0.084 0.789 -0.68
H -0.849 1.239 1.470 0.191 0.092 0.232 0.18
H 0.074 0.847 -1.467 -0.113 -0.112 0.426 0.22
H 1.852 1.131 0.665 -0.053 0.050 -0.296 0.50
H 0.347 -2.486 -0.643 -0.034 0.108 0.198 0.51
```
Forces are in eV/Å.

Calculated values
2S+1: 1
E_HOMO: -9.46 eV
ΔE to the lowest compared entry with this formula, charge and spin: 251.3 kJ/mol
E_LUMO: 0.179 eV
electronic energy: -10823.083 eV
SMILES: [H]/N=C\[C@@H](O)C(=O)O

2.
C5H10N2O | ωB97M-V/def2-TZVPD

XYZ file:
```
18
Properties=species:S:1:pos:R:3:forces:R:3:nbo_charge:R:1
C 1.320 -0.178 0.250 0.000 -0.101 0.032 -0.42
C 0.284 1.196 -1.875 -0.111 -0.149 0.266 -0.62
C 0.004 -0.518 0.967 0.256 -0.078 0.012 0.24
C 0.180 0.378 -0.625 0.248 0.131 -0.395 0.10
N -0.147 -1.157 2.205 -0.111 -0.071 0.165 -0.82
C -0.571 -0.962 -0.400 0.223 0.058 0.127 0.10
O -1.944 -0.979 -0.563 -0.373 -0.051 -0.057 -0.71
N -0.538 0.863 0.604 -0.512 0.355 0.120 -0.67
H -2.267 -0.151 -0.176 0.053 0.036 0.029 0.49
H 0.204 -0.596 2.973 -0.051 -0.095 -0.042 0.37
H -1.115 -1.403 2.377 0.030 0.027 0.049 0.38
H -0.033 1.618 1.073 0.165 -0.178 -0.069 0.34
H -0.162 -1.862 -0.851 0.157 0.010 0.027 0.18
H 1.910 -1.005 -0.138 0.037 -0.154 -0.058 0.20
H 1.948 0.565 0.738 -0.030 0.122 0.034 0.20
H 0.798 2.135 -1.673 0.037 0.076 -0.049 0.21
H 0.840 0.642 -2.628 0.044 0.013 -0.106 0.22
H -0.711 1.413 -2.257 -0.062 0.049 -0.086 0.23
```
Forces are in eV/Å.

Calculated values
2S+1: 1
E_HOMO: -9.33 eV
ΔE to the lowest compared entry with this formula, charge and spin: 232.1 kJ/mol
E_LUMO: 0.932 eV
electronic energy: -10372.899 eV

Copy entry 1 word for word.
C3H5NO3 | ωB97M-V/def2-TZVPD

XYZ file:
```
12
Properties=species:S:1:pos:R:3:forces:R:3:nbo_charge:R:1
H -2.159 -0.531 -0.397 -0.004 0.497 -0.455 0.35
N -2.124 0.142 0.370 -0.106 -1.210 0.546 -0.58
C -0.989 0.614 0.592 0.312 2.806 -1.360 0.09
C 0.347 0.716 -0.415 -2.760 -1.894 2.063 -0.04
O 1.297 1.599 0.012 0.067 -0.008 0.424 -0.68
C 0.602 -0.712 -0.005 4.893 0.158 -3.150 0.74
O 1.639 -0.953 0.609 -1.988 -0.403 0.581 -0.61
O -0.036 -1.606 -0.791 -0.406 -0.084 0.789 -0.68
H -0.849 1.239 1.470 0.191 0.092 0.232 0.18
H 0.074 0.847 -1.467 -0.113 -0.112 0.426 0.22
H 1.852 1.131 0.665 -0.053 0.050 -0.296 0.50
H 0.347 -2.486 -0.643 -0.034 0.108 0.198 0.51
```
Forces are in eV/Å.

Calculated values
2S+1: 1
E_HOMO: -9.46 eV
ΔE to the lowest compared entry with this formula, charge and spin: 251.3 kJ/mol
E_LUMO: 0.179 eV
electronic energy: -10823.083 eV
SMILES: [H]/N=C\[C@@H](O)C(=O)O

> The lowest E_HOMO belongs to which entry?

C3H5NO3

> E_HOMO of number 1 (C3H5NO3)?

-9.46 eV